Entry 1:
ORCA calculation (ωB97M-V with the def2-TZVPD basis set) on a gas-phase ion, C14H21ClFN2O2 (charge +1) in a non-equilibrium geometry.

Geometry (Å):
H -3.5375 0.0474 0.3187
H 1.9731 0.1980 -3.5229
C 0.3792 2.9931 2.8880
C 1.4427 -2.5230 -1.9438
H 2.0127 0.6979 1.3149
H -3.9050 -0.1990 -2.2710
H 0.0934 2.0162 3.2715
C -1.4467 0.3402 -0.0118
N 0.2214 1.5841 0.8578
H 2.0785 4.2928 3.0369
C 2.3327 -2.1570 -0.7400
H 1.6918 3.0447 1.1297
C 0.6368 -0.7340 0.4875
C 1.4440 -1.5647 -3.1027
H 1.8120 -3.4596 -2.3560
C 1.0205 0.5384 0.9164
H 2.3194 -1.6575 1.3353
C 0.6439 2.9014 1.3624
C -3.0763 -0.6167 -1.7023
H -4.5561 -2.1475 -1.3887
H -3.1603 -2.3383 -0.3698
H -0.4640 3.6500 3.0713
N -1.0235 1.5183 0.3976
Cl 1.2120 4.1162 5.2146
O 0.7094 -1.7126 -4.0226
O 2.3400 -0.5617 -3.0520
F -1.9624 -0.5748 -2.5267
H 2.9823 -3.0070 -0.5444
C 1.6227 3.4968 3.6169
H 3.0057 -1.3360 -0.9627
C -3.4763 -2.0568 -1.3732
H -0.0020 3.6172 0.8721
H 0.4188 -2.7162 -1.6474
H 2.3314 2.6814 3.7222
H -3.0157 -2.7140 -2.1043
H -1.0530 -1.7655 -0.3359
C -0.6617 -0.8261 0.0105
H -3.1345 1.3161 -0.7934
C -2.8703 0.3025 -0.5026
H 1.0427 -2.7902 0.8762
C 1.5783 -1.8945 0.5737

As for the SMILES: C[C@H](F)Cc1cc(CCCC(=O)O)c[n+](CCCCl)n1. For the gap between HOMO and LUMO, the calculation gives 8.440 eV. Its total charge is +1.

Entry 2:
ORCA calculation (ωB97M-V with the def2-TZVPD basis set) on 2 unconnected molecules or ions with the total composition C20H17F4NO2 in a non-equilibrium geometry.

Geometry (Å):
N 0.5048 -2.0839 0.6776
C 1.1281 -2.9574 -0.3014
C -0.1238 0.2382 2.3946
C -2.6821 1.2654 1.9644
C -1.9590 1.6371 3.1001
C -0.5916 -0.8375 -1.0720
H 0.0430 -1.2451 -1.8562
F 2.1577 2.2836 -0.0058
H -0.6392 -3.0953 2.1602
O -0.4956 2.2078 -0.6317
C 2.5753 3.3179 -2.0817
H -3.6760 1.6708 1.7659
C -2.8272 0.0654 -0.2569
H 0.3663 -3.4609 -0.9249
H -3.5011 0.8780 -0.5543
H 1.7388 -4.9916 0.1280
C -0.8490 -0.1445 1.2613
C 1.7387 2.6902 -1.2265
C 1.9068 -3.9883 0.5252
H -2.3900 2.3521 3.8000
C 0.7574 3.4875 -3.7299
C -0.6707 1.1251 3.3143
C -2.1167 0.4093 1.0168
O 2.9675 4.1409 -4.2697
C -0.0688 2.8602 -2.8684
C 1.4105 -3.8480 1.9819
H 0.5867 -2.0097 2.8023
C 2.1689 3.7152 -3.4299
H 2.2429 -3.5703 2.6371
H -1.6995 0.7014 -1.9958
H 1.7600 -2.3730 -0.9830
C 0.3293 2.4682 -1.5222
F 3.8523 3.5612 -1.7337
F 0.3127 3.8897 -4.9359
H 0.8961 -0.1395 2.5295
H -0.0859 1.4225 4.1864
H -2.3879 -0.9135 -2.1645
H 2.9733 -3.7465 0.4626
C -0.2967 -1.0661 0.2579
C -1.8766 -0.2377 -1.4596
H -3.4498 -0.8315 -0.1041
F -1.3702 2.6361 -3.2029
H 0.9597 -4.7752 2.3555
C 0.3806 -2.7085 1.9895

As for the energy above the lowest of the compared OMol25 structures with the same formula, charge and spin: 20.43 kcal per mole. As for the SMILES: O=C1C(F)=C(F)C(=O)C(F)=C1F.C1=C(N2CCCC2)c2ccccc2CC1. For the gap between HOMO and LUMO, the calculation gives 4.359 eV.

Entry 3:
ORCA calculation (ωB97M-V with the def2-TZVPD basis set) on a molecular structure, C18H36NaO18 in a non-equilibrium geometry.

Geometry (Å):
O -1.2267 2.0386 1.9106
C 4.8771 1.6094 2.7168
H -3.3788 4.8614 2.9860
H -0.5187 -0.3331 -3.0378
O -0.7754 -3.1924 -1.1414
O -2.9511 0.7848 2.4891
H -5.0834 1.0314 2.5301
H -3.2889 -1.7869 0.9307
O 0.3868 4.0676 -0.7131
H 5.4399 0.7201 2.4427
H 0.0502 -5.5233 2.3043
H 2.2938 -3.7740 -3.6812
O 2.0505 -2.0272 -2.6024
C 0.1737 -4.4932 1.9831
H 2.6521 -2.3141 -4.6299
H 2.4780 -2.2163 1.9820
O -2.5505 0.2804 -0.7909
Na -0.1615 0.4468 0.2074
C -1.5393 -0.0516 -3.3213
H -1.4893 -5.0579 -1.6757
O 3.5623 1.5390 2.1485
C -0.5725 3.3839 -1.3132
C 4.0622 0.8360 -2.5009
H 4.1398 0.9176 -1.4178
C 2.4968 -0.8576 -2.2144
H -1.4938 -0.2952 -4.3864
C -4.2328 0.6170 3.0699
O 3.6597 -0.5234 -2.7684
O -1.6278 4.1647 -1.4317
H 1.4339 2.8009 0.6306
O -0.4650 -2.1262 0.7684
H 4.8581 1.9231 3.7550
O -2.9803 2.9127 3.0168
C -2.7031 3.6353 -2.2048
H 1.8851 2.7320 -1.1112
C 2.8325 0.4500 2.2625
O -0.1757 -4.3471 0.6332
O 1.9099 -0.1957 -1.3932
O 3.4931 -0.5403 2.8487
C -0.6581 -4.3982 -1.8955
C -2.8432 -0.6737 -1.4822
H 5.0688 1.0244 -2.8681
H -3.1142 2.7393 -1.7383
H -2.0120 4.3888 1.9023
H 1.8688 -1.6192 3.4633
C 2.6754 -2.7575 -3.6344
H 1.1918 -4.1721 2.1953
C -0.4872 -3.1571 0.1406
O -0.4952 2.2219 -1.6391
C 2.8068 -1.7623 2.9210
H -0.4560 -3.8723 2.6270
H 3.7474 -2.9092 -3.4696
C -2.3119 1.9397 2.4177
C 1.5369 3.3691 -0.2943
H -0.5637 -4.1127 -2.9426
O -3.5819 -1.6836 -1.1003
H -1.6540 1.0176 -3.2043
H -1.7747 4.5305 3.6443
H 2.3860 4.0319 -0.1250
O -2.5240 -0.8845 -2.7535
H 3.3855 1.5440 -2.9684
H -3.5237 4.3497 -2.1670
H -4.6504 -0.7981 0.4551
H -4.4098 -0.4484 3.1940
H 0.3310 -4.8366 -1.7344
H -2.3867 3.5038 -3.2365
C -2.4881 4.2506 2.8706
C -4.1016 -1.7046 0.2025
H -4.7595 -2.5476 0.3965
O 1.6747 0.4257 1.9670
H 3.4209 -2.5423 3.3641
H -4.1935 1.0516 4.0703
H 5.3741 2.3940 2.1410

As for the energy above the lowest of the compared OMol25 structures with the same formula, charge and spin: 0.00 kcal per mole. For the gap between HOMO and LUMO, the calculation gives 11.199 eV. Its total charge is +1.

Entry 4:
ORCA calculation (ωB97M-V with the def2-TZVPD basis set) on 16 unconnected molecules or ions with the total composition C57H135Cl6N9O25P4 in a non-equilibrium geometry.

Geometry (Å):
O 28.0395 26.7602 1.8736
O 39.8981 36.0018 7.8484
H 32.6232 27.4756 14.2521
C 38.7340 26.9550 4.6659
H 30.5874 18.4772 -3.1260
H 40.8687 34.3855 6.8795
H 30.0600 27.9712 3.6910
C 17.6136 22.3878 1.4668
H 31.3407 20.4600 -9.0372
H 17.8054 23.4361 1.2380
H 20.5810 29.5360 5.0926
O 24.6010 35.7989 5.7744
O 35.3374 37.3936 -9.5234
C 30.1729 27.5882 -0.9350
N 37.5749 30.5954 -8.1074
C 36.6544 38.0923 -9.4456
H 36.1882 30.9803 -9.5193
C 28.3834 28.1452 2.2252
N 23.2798 30.4280 -6.9012
H 30.6085 35.8770 -6.9558
O 23.5247 24.0389 6.8694
C 37.3403 31.8058 -7.4465
H 37.2131 37.0021 -11.3769
C 38.3910 22.0747 -7.0272
H 29.5218 27.7693 -1.7902
O 29.7286 26.4821 -0.1747
P 29.7488 19.8945 -6.2964
P 33.9894 38.0232 -8.8402
H 30.8489 20.1435 -3.5431
C 27.5439 20.7544 -7.3728
P 28.1724 26.3128 0.2792
H 32.9342 18.2755 -3.7351
N 20.0307 13.1020 1.4966
H 40.3873 37.2135 10.1513
H 31.7026 39.3654 -8.9816
H 25.1068 30.0260 -7.9800
C 21.3588 30.0342 4.5139
H 42.4767 36.2666 5.7786
H 32.2823 28.2142 -1.6004
C 32.7979 28.1267 11.5180
H 32.8797 19.5067 -4.8813
C 19.6766 31.6661 3.6756
H 34.7863 25.8214 12.1180
H 22.5211 30.6432 2.3777
H 38.9364 23.4240 -4.7878
O 29.7304 19.0242 -4.8712
C 38.2239 29.4496 -7.5190
H 26.1992 39.1038 3.3442
H 22.7457 29.1582 -5.2697
H 31.5493 17.1222 4.3393
H 40.1806 35.6878 5.8503
H 40.8003 20.6490 -5.9968
C 34.8053 26.8784 11.8524
C 26.2748 19.9747 -7.1602
O 22.8550 32.6928 -6.8421
H 24.2082 31.3625 -8.6487
C 21.0673 13.7363 2.2026
H 38.5613 29.6104 -6.4950
H 18.0012 12.4430 1.6338
H 38.4327 25.8194 2.8996
C 24.0988 30.4172 -8.1171
H 25.5419 24.6497 6.8962
Cl 36.9937 24.9983 4.4856
C 25.8755 25.3143 9.1625
H 30.3396 19.5196 -10.2702
C 30.8309 19.1363 -3.9593
C 30.7348 18.4257 -8.3730
H 31.9914 19.1823 -9.9714
H 37.8332 36.4758 -9.8609
H 23.6663 29.6640 -8.7756
C 23.2915 29.1259 -6.2127
H 34.3004 26.8548 14.2591
O 21.3856 12.4075 -0.2524
H 38.3681 38.1272 -10.5107
O 33.6819 37.0474 -7.6248
C 32.2376 18.7545 -4.4231
C 24.5540 24.4742 7.3494
H 32.2133 27.0238 -0.3661
H 41.7363 37.2963 7.0048
H 21.7977 14.2733 1.5974
H 18.9283 30.9716 4.0574
H 25.8068 19.9141 -6.1776
H 34.9883 26.9521 10.7804
N 20.8333 30.8473 3.3507
H 31.2502 19.5127 4.7778
C 30.5934 17.0028 4.8493
H 25.5824 22.5536 0.6456
H 36.8229 32.4383 -8.1844
N 24.6440 24.7832 8.6948
N 33.6382 27.4090 12.3076
H 26.1271 36.4191 2.3164
H 19.3423 11.8276 0.0345
O 31.7049 28.4270 12.0559
H 24.3782 37.9206 5.7716
H 34.7036 36.2231 0.0093
H 25.7564 26.3927 9.2677
H 36.3624 39.1090 -9.7087
O 38.6660 35.4764 10.0019
H 26.2893 18.9807 -7.6072
Cl 16.8833 21.6343 -0.0096
C 31.6750 27.3824 -1.2435
H 32.0671 17.9588 -5.1484
C 25.2438 38.6759 3.6476
C 39.7423 20.3880 -6.0227
H 31.4976 35.9177 -8.4958
H 29.1524 16.7407 7.0050
H 39.3203 34.7432 11.6743
C 40.6596 35.4524 6.8007
C 16.8364 22.3114 2.7303
H 38.8310 26.9231 5.7511
H 32.5343 37.0314 -5.8274
H 33.0592 25.8329 13.6307
H 19.8900 32.3278 4.5150
O 38.2415 21.4430 -8.0984
C 24.7255 36.9659 5.3471
H 21.7503 30.7168 5.2682
H 37.4790 34.6039 0.2837
C 18.7228 13.1240 2.0852
C 40.1316 36.7716 11.1144
H 20.7638 14.6080 2.7823
H 33.1805 28.3713 10.5150
H 30.4982 27.5963 2.1607
C 26.8463 24.1572 -0.0265
C 36.4680 34.9506 0.4977
H 30.8870 16.2250 5.5543
O 37.6618 32.0232 -6.2908
C 26.0692 36.2401 3.3900
H 40.5011 34.6526 10.3871
H 32.2117 34.9859 -7.1646
H 24.6318 38.8904 2.7715
H 36.9219 37.9994 -8.3931
C 26.6405 22.7962 0.7441
H 37.4640 28.6725 -7.6007
H 26.9018 22.9557 1.7902
H 25.4549 20.5108 -7.6382
O 21.2928 32.0920 1.5020
P 38.8143 34.9894 8.4358
C 29.8714 28.3234 2.6769
H 37.9096 23.0396 -6.8050
C 35.7571 36.1255 -0.2529
H 22.4157 31.3633 -5.3311
C 31.5980 35.8519 -7.4124
H 36.2581 33.8371 7.1195
H 39.5567 19.7806 -6.9085
H 36.6462 35.3571 1.4932
H 28.6984 18.3805 7.2349
H 19.0885 32.1517 2.8968
C 31.7670 38.7081 -9.8487
H 30.0318 28.4610 -0.2974
C 36.3123 34.7386 7.7298
C 21.5716 31.1970 2.3137
H 31.8785 26.5649 -1.9352
H 22.9067 28.3996 -6.9285
H 34.1830 35.2733 7.7796
H 26.0296 24.8389 0.2109
N 25.3621 37.2783 4.2354
H 39.4237 37.3713 11.6866
C 39.7802 35.3141 10.8677
C 37.5832 37.3761 -10.4223
H 18.5485 21.8300 1.5194
H 31.8191 38.0190 -6.9754
H 28.0542 17.5837 5.8680
H 22.6376 24.2122 9.0032
C 35.1264 35.6984 7.4370
H 39.1642 21.8458 -3.8642
H 39.0547 29.2392 -8.1925
Cl 40.2278 27.7337 4.1154
C 41.9864 36.2660 6.7520
H 27.2146 22.0356 0.2148
H 42.6098 35.9368 7.5834
H 22.8827 25.7120 9.5072
C 37.1580 30.4843 -9.5589
H 30.8008 17.3621 -8.6020
H 21.6281 13.0688 2.8569
H 23.5415 24.2348 10.4233
C 39.4421 22.4608 -4.7201
H 40.5179 22.6325 -4.6853
H 27.7496 28.6228 2.9724
O 28.2831 20.6457 -6.2640
H 28.3401 28.7763 1.3375
H 27.1438 36.1965 3.5677
C 23.4388 24.7749 9.4821
O 34.1676 39.4547 -8.3568
O 29.6249 18.7250 -7.4912
H 31.8066 39.4021 -10.6883
H 27.2875 21.7750 -7.6569
H 29.8685 16.4570 4.2454
C 20.2462 12.3947 0.3056
H 26.6231 24.1953 -1.0928
C 30.3017 38.0030 -9.8517
N 39.0121 21.6118 -5.9145
H 24.9275 39.3315 4.4590
O 37.4640 35.5162 7.7397
O 28.0423 24.6870 0.2743
H 18.3530 14.1412 1.9562
C 38.5157 25.6609 3.9748
H 25.8564 35.1936 3.6083
H 39.5104 19.7046 -5.2058
H 30.3054 37.2997 -10.6844
H 37.7384 31.1590 -10.1883
H 34.9824 36.6114 8.0147
O 30.9394 20.8168 -6.4279
H 37.0246 29.4622 -9.9133
H 35.7053 27.4231 12.1378
N 30.0406 18.1065 5.5198
H 26.8735 25.1729 8.7477
C 28.9672 17.6650 6.4578
O 27.2004 26.9687 -0.5097
H 37.9431 27.7019 4.5964
Cl 36.5616 37.7066 0.1124
H 22.0833 29.2842 4.1965
H 34.9746 35.9384 6.3846
Cl 15.4969 23.4597 2.5394
O 39.1738 33.4922 8.3242
H 26.0116 24.8336 10.1313
H 17.3970 22.6102 3.6160
H 30.3474 29.3031 2.6364
H 35.7420 35.8012 -1.2934
C 30.4584 19.3909 5.5331
H 31.5613 18.6221 -7.6901
C 33.3577 26.8780 13.7123
C 22.8492 31.5568 -6.3245
H 29.4538 38.6333 -10.1197
H 24.3360 28.8757 -6.0269
Cl 35.4100 33.5639 0.6791
C 31.0765 19.4940 -9.4675
O 29.9147 20.2595 6.1457
H 36.1608 34.4055 8.7565
C 32.4019 37.1004 -6.9071
O 32.7995 37.7487 -9.8975
H 16.4156 21.3440 3.0041
H 41.0472 36.6075 11.6827
H 30.1434 37.3893 -8.9650
H 39.4030 25.0598 4.1733
H 27.9974 20.2459 -8.2236
H 18.7511 12.8625 3.1429

As for the energy above the lowest of the compared OMol25 structures with the same formula, charge and spin: 210.63 kcal per mole. For the gap between HOMO and LUMO, the calculation gives 9.443 eV.

no.,E_LUMO (hartree),HOMO (eV)
1,-0.1707,-13.08
2,-0.0970,-7.00
3,-0.0658,-12.99
4,0.0106,-9.15